Density functional theory data (ωB97M-V with the def2-TZVPD basis set) for 2 unconnected molecules or ions with the total composition CH3ClF2Si.

The HOMO-LUMO gap comes out at 10.99 eV. Its energy relative to the best compared isomer or geometry (same formula, charge and spin) is 74.74 kJ/mol. The calculation puts the molecular weight at 116.6 g mol⁻¹. Its multiplicity is 1. The max |F| comes out at 2.282 eV/A. As for the total energy: -989.24355 Ha.

The geometry in XYZ format:
```
8
Properties=species:S:1:pos:R:3:forces:R:3:nbo_charge:R:1
C -2.82282 -0.31377 -0.48976 -0.332 -1.345 0.291 0.648
F -2.84365 0.91736 -0.82219 -0.083 1.007 0.159 -0.314
F -2.67787 -0.35265 0.81875 -0.288 0.417 -0.325 -0.338
Si 1.80545 0.02411 0.08885 -0.961 -1.772 1.069 0.922
Cl -0.10998 -0.39972 -0.54470 0.659 0.097 -0.678 -0.393
H 1.53196 0.63201 1.35268 0.118 0.472 0.821 -0.175
H 2.69438 0.78854 -0.65213 0.778 1.239 -1.418 -0.179
H 2.42252 -1.29586 0.24852 0.110 -0.116 0.080 -0.170
```
Forces are in eV/Å.